Density functional theory data (the ωB97M-V functional and the def2-TZVPD basis) for a cluster of 2 separate species, C3H8OS2 in total at a distorted geometry.

ORCA input file:
```
! RIJCOSX wB97M-V def2-TZVPD def2/J DEFGRID3
* xyz 0 1
C -0.12908 0.46840 0.58136
C -0.33158 0.79405 -0.91339
O 0.47393 1.94614 -1.17425
C -1.11086 -0.55304 1.21129
S -0.91223 -0.79029 3.00280
S 1.40697 -0.53794 -2.83306
H -0.32545 1.38835 1.14092
H 0.90400 0.13765 0.64861
H 0.08704 -0.10098 -1.46073
H -1.37270 0.94905 -1.18960
H 0.97186 1.61135 -1.93811
H -1.02639 -1.52080 0.71673
H -2.10699 -0.13554 1.06364
H -0.57432 -2.10224 3.14564
*
```

Lowest unoccupied orbital energy ... -3.51 eV
M ... 124.2 g mol⁻¹
Highest occupied orbital energy ... -9.3 eV
Electronic energy ... -990.56021 a.u.
ΔE to the lowest compared entry with this formula, charge and spin ... 4.092 eV

Density functional theory data (the ωB97M-V functional and the def2-TZVPD basis) for a structure of composition C35H34BN6O2P2Ti at a distorted geometry.

ORCA input file:
```
! RIJCOSX wB97M-V def2-TZVPD def2/J DEFGRID3
* xyz -1 3
Ti -1.15338 -2.21423 1.14611
C 3.35376 -4.59146 -1.18444
N 2.64787 -3.80317 -0.19183
C 3.05073 -3.50577 1.09671
C 2.03203 -2.80840 1.65770
N 1.01760 -2.66181 0.73272
C 1.43708 -3.26621 -0.35953
H 3.53599 -5.59135 -0.79513
H 4.29570 -4.11459 -1.45265
H 2.71738 -4.67485 -2.06109
H 3.99182 -3.84365 1.48837
H 1.92730 -2.42640 2.65789
H 0.87462 -3.38220 -1.27179
C -1.47159 1.67402 0.97643
P -0.35233 0.26904 0.69233
C 0.05658 0.21093 -1.10947
C 0.93328 1.06454 -1.77049
C 1.15543 0.94351 -3.13427
C 0.48051 -0.03002 -3.86096
C -0.41831 -0.86840 -3.22149
C -0.62670 -0.74936 -1.85135
C 1.22532 0.64215 1.56497
C 1.10869 0.72956 2.95451
C 2.22643 0.88248 3.75751
C 3.48986 0.93163 3.18149
C 3.62040 0.81167 1.80758
C 2.49538 0.65834 1.00458
P -1.41501 3.39833 0.34352
C -1.88421 3.23934 -1.41451
C -2.52527 2.11239 -1.92895
C -2.96657 2.08525 -3.24346
C -2.77780 3.18480 -4.06697
C -2.17548 4.32680 -3.55766
C -1.75111 4.35910 -2.23814
C 0.37444 3.82344 0.35546
C 1.15308 4.13178 -0.75228
C 2.48457 4.50785 -0.60303
C 3.05247 4.57928 0.65831
C 2.28119 4.28438 1.77631
C 0.95349 3.92582 1.62230
H -1.51326 1.75713 2.07042
H -2.47798 1.31152 0.72673
H 1.43862 1.84747 -1.22439
H 1.84149 1.62021 -3.62749
H 0.64367 -0.12162 -4.92771
H -0.97758 -1.60962 -3.77755
H -1.38392 -1.38142 -1.39333
H 0.13217 0.65263 3.42212
H 2.10990 0.93775 4.83205
H 4.36650 1.04816 3.80578
H 4.60140 0.82541 1.35092
H 2.62871 0.52988 -0.06050
H -2.70586 1.23884 -1.31637
H -3.46050 1.19629 -3.61225
H -3.11924 3.16099 -5.09376
H -2.04844 5.20107 -4.18327
H -1.31761 5.27145 -1.84498
H 0.73131 4.06260 -1.74726
H 3.07737 4.73534 -1.47994
H 4.08923 4.86689 0.77525
H 2.71237 4.33059 2.76737
H 0.36179 3.71196 2.50522
B -0.32389 -6.37590 -0.76923
C -1.02746 -5.15952 -0.00663
N -1.42330 -4.23496 0.56609
H -1.17118 -7.08788 -1.25968
H 0.36227 -6.96169 0.04406
H 0.37126 -5.85985 -1.63821
C -2.21301 -1.69972 4.25929
C -1.27674 -2.26245 3.22238
O -0.36886 -3.02717 3.56027
H -2.04765 -2.17193 5.23099
H -3.24965 -1.81838 3.93789
H -2.03523 -0.62232 4.34032
O -2.69436 -1.56688 0.53400
N -3.49257 -1.04859 -0.48939
C -4.75984 -0.85334 0.00389
C -5.67686 -0.26742 -0.90954
N -6.40358 0.20676 -1.67371
C -5.19189 -1.17943 1.30540
N -5.56278 -1.44740 2.36943
*
```

Lowest unoccupied orbital energy (alpha / beta) ... 2.04 / 2.04 eV
M ... 691.3 g mol⁻¹
Highest occupied orbital energy (alpha / beta) ... -3.1 / -5.2 eV
Electronic energy ... -3390.20280 a.u.
ΔE to the lowest compared entry with this formula, charge and spin ... 0.120 eV
<S²> ... 2.02

Density functional theory data (the ωB97M-V functional and the def2-TZVPD basis) for a structure of composition C14H18N4OOsS5.

ORCA input file:
```
! RIJCOSX wB97M-V def2-TZVPD def2/J DEFGRID3
* xyz 2 5
Os 1.42164 1.65814 -0.71831
S 3.70758 1.73004 -0.53177
S 4.33338 3.58297 0.06040
S 3.07782 4.87586 -0.78595
S 1.24833 3.93819 -0.88505
S -0.80082 1.65247 -1.57077
C -0.74245 0.57198 -2.93129
N 0.10474 -0.42052 -3.15602
C -0.11351 -1.02999 -4.47785
C -1.45050 -0.39510 -4.91308
N -1.61388 0.67382 -3.91824
H 0.84864 -0.65922 -2.51635
H -0.18147 -2.11145 -4.39408
H 0.70591 -0.77665 -5.14855
H -2.28303 -1.09443 -4.85199
H -1.40693 0.01990 -5.91623
H -2.35493 1.35593 -3.92585
C -0.99429 -1.69141 3.32393
N -0.35595 -1.78937 2.01524
N 0.22280 -0.71397 1.39109
C 0.86256 -1.15915 0.27826
O 1.51755 -0.37295 -0.52580
C 0.69457 -2.53942 0.21278
C -0.06333 -2.89641 1.31708
C -0.50271 -4.24239 1.76829
C 0.02818 0.64107 1.79496
C -1.25014 1.17711 1.86745
C -1.40257 2.49689 2.26431
C -0.28920 3.27809 2.55751
C 0.98475 2.73966 2.47050
C 1.15521 1.40575 2.09998
H -0.64511 -0.79456 3.82724
H -0.70640 -2.55626 3.91541
H -2.07791 -1.65675 3.22604
H 1.09533 -3.20063 -0.53486
H -0.24604 -4.98515 1.01835
H -1.57971 -4.27156 1.93451
H -0.00741 -4.51742 2.70122
H -2.10926 0.57143 1.60885
H -2.39470 2.92153 2.33699
H -0.42032 4.30667 2.86504
H 1.85062 3.33804 2.72230
H 2.13295 0.93924 2.12432
*
```

Lowest unoccupied orbital energy (alpha / beta) ... -5.99 / -8.69 eV
M ... 608.9 g mol⁻¹
Highest occupied orbital energy (alpha / beta) ... -14.1 / -14.9 eV
Electronic energy ... -2919.64929 a.u.
ΔE to the lowest compared entry with this formula, charge and spin ... 0.000 eV
<S²> ... 6.02